(1)
19
Properties=species:S:1:pos:R:3:nbo_charge:R:1 method="wB97M-V/def2-TZVPD" e_homo_ha=-0.29962 e_above_lowest_kcal_mol=91.8 e_tot_ev=-9471.1550 homo_lumo_gap_ha=0.3088 lumo_ev=0.250 max_force_ev_per_a=4.61
C 0.6771 1.4959 0.0748 -0.6301
C -0.4403 1.2840 -0.8853 -0.4140
C -0.8817 -0.2604 -1.1296 -0.1512
C 0.0058 -1.2480 -1.3684 -0.2248
C 0.8134 -1.9544 -0.3207 -0.1058
O 2.1857 -1.5619 -0.3669 -0.7355
H 0.7636 0.7085 0.8299 0.2113
H 0.5324 2.5139 0.6064 0.2058
H 1.6598 1.5989 -0.4377 0.2258
H -0.3828 1.5978 -1.9150 0.2261
H -1.3661 1.6744 -0.4651 0.2022
H -1.8160 -0.2535 -1.6848 0.1768
H 0.0939 -1.5919 -2.4192 0.1999
H 0.7138 -3.0198 -0.5273 0.1825
H 0.4707 -1.6792 0.6894 0.1660
H 2.6578 -1.9024 0.4021 0.4641
O -2.3078 0.9386 2.8802 -0.9245
H -1.4810 1.2178 2.4369 0.4632
H -1.8983 0.4416 3.6004 0.4622

***

(2)
47
Properties=species:S:1:pos:R:3:nbo_charge:R:1 method="wB97M-V/def2-TZVPD" e_homo_ha=-0.32282 e_above_lowest_kcal_mol=82.0 e_tot_ev=-23185.0006 homo_lumo_gap_ha=0.3524 lumo_ev=0.806 max_force_ev_per_a=5.77
C 0.6456 -2.7848 0.7153 -0.6670
C 0.8505 -1.2609 0.9475 0.0094
C 1.0312 -0.6642 2.1309 -0.1984
C 1.1949 -1.4464 3.3460 -0.2733
C 2.6409 -1.9631 3.5084 -0.5880
C 0.8835 -0.6349 4.6371 -0.5932
C 0.4695 -0.2644 -0.2346 0.0929
C 1.8059 -0.1996 -1.1046 -0.6190
O -0.0514 1.0471 0.2269 -0.5729
C -1.4331 1.4254 0.2786 0.2718
C -1.5161 2.8971 0.2480 -0.6230
C -2.1150 0.8069 1.5810 -0.6472
C -2.2237 0.8617 -0.9162 -0.0998
O -1.5735 1.1848 -2.1353 -0.5249
C -1.8470 0.4910 -3.2915 0.7971
O -2.6751 -0.3453 -3.4129 -0.5783
C -1.0867 0.7585 -4.5630 -0.3317
C 0.0049 1.8899 -4.7610 -0.4048
C 0.3586 0.4207 -4.8242 -0.3813
H 1.1043 -3.3511 1.4796 0.2195
H -0.4294 -2.9889 0.8759 0.2228
H 1.0336 -3.1211 -0.2596 0.2241
H 1.2648 0.4167 2.1196 0.2226
H 0.4719 -2.2292 3.2062 0.2001
H 3.0013 -2.1287 2.4822 0.2016
H 3.2588 -1.2706 3.9000 0.2014
H 2.7320 -2.8981 4.0267 0.2081
H 1.2862 -1.1180 5.5800 0.2070
H -0.1688 -0.5876 4.7546 0.2046
H 1.2839 0.3998 4.5584 0.2034
H -0.2971 -0.7050 -0.8433 0.1773
H 2.1206 -1.1559 -1.4816 0.2131
H 2.6761 0.1455 -0.5984 0.2162
H 1.6569 0.4550 -2.0566 0.2009
H -2.5157 3.1831 0.1088 0.2095
H -1.1124 3.1919 1.2409 0.2138
H -0.9277 3.3262 -0.5425 0.2292
H -1.7717 1.3733 2.4924 0.2199
H -3.2405 0.8002 1.4271 0.2137
H -1.6056 -0.1725 1.6429 0.2301
H -3.1899 1.2910 -0.8670 0.1892
H -2.3688 -0.2769 -0.7805 0.1935
H -1.7024 0.3463 -5.4543 0.2551
H 0.1425 2.3418 -5.6993 0.2157
H 0.3558 2.4496 -3.9186 0.2274
H 0.7224 -0.0604 -5.7201 0.2167
H 0.8551 0.1239 -4.0498 0.1948

***

(3)
12
Properties=species:S:1:pos:R:3:nbo_charge:R:1 method="wB97M-V/def2-TZVPD" e_homo_ha=-0.33885 e_above_lowest_kcal_mol=82.8 e_tot_ev=-6759.1610 homo_lumo_gap_ha=0.3648 lumo_ev=0.706 max_force_ev_per_a=3.14 smiles="C=NC.C=O"
C 2.8921 -0.1969 -0.2740 -0.0675
N 1.9798 0.2390 0.4638 -0.3751
C 0.7878 -0.6391 0.7920 -0.4676
H 3.8078 0.2707 -0.5424 0.1639
H 3.1195 -1.2675 -0.5796 0.1172
H 0.6396 -0.8867 1.8500 0.2192
H 0.0070 -0.0379 0.3463 0.2291
H 0.7312 -1.3512 0.0388 0.1804
C -3.1449 0.2150 -0.7516 0.2868
O -2.2995 0.7127 -0.0936 -0.4871
H -3.8655 -0.5333 -0.3137 0.1001
H -3.1120 0.1570 -1.8956 0.1006